# 1
{"formula": "C21H29N5S", "method": "the ωB97M-V functional and the def2-TZVPD basis", "species": ["C", "C", "C", "C", "N", "C", "C", "C", "C", "C", "C", "H", "N", "C", "N", "C", "C", "C", "C", "C", "H", "H", "H", "H", "H", "H", "H", "H", "H", "H", "S", "H", "H", "H", "N", "C", "H", "C", "N", "C", "H", "H", "H", "C", "C", "H", "H", "H", "H", "H", "H", "H", "H", "H", "H", "H"], "positions_angstrom": [[-1.0802, 0.6851, -2.6882], [-1.6040, 0.6455, -1.2534], [-2.8041, 1.2365, -0.9419], [-3.1412, 1.0039, 0.4791], [-2.3278, 0.3727, 1.4662], [-1.2369, -0.4146, 1.0048], [-0.5478, -1.2967, 1.9993], [0.6680, -1.6131, 1.5178], [1.2191, -1.5283, 0.2117], [0.4736, -0.7940, -0.6215], [-0.7604, -0.2354, -0.5727], [1.0131, -0.6592, -1.7920], [2.4606, -2.1170, 0.1898], [2.8026, -2.7352, -1.2125], [4.2087, -3.1105, -1.0718], [4.7192, -4.0264, -2.1946], [5.5610, -2.9505, -2.8692], [6.6631, -2.4069, -2.1089], [5.9391, -1.5604, -1.0014], [5.1045, -2.8061, -0.2223], [4.7987, -2.1628, 0.6754], [5.7596, -3.7218, 0.0454], [5.3416, -0.8770, -1.3322], [6.7484, -1.4793, -0.2959], [7.2938, -1.3544, -2.9049], [7.2744, -3.0525, -1.8422], [6.0521, -3.4453, -3.7098], [4.8522, -2.0682, -3.5706], [3.9266, -4.4285, -2.8014], [5.2832, -4.7492, -1.7889], [1.9521, -2.7671, -2.6377], [2.9130, -2.4415, 0.8709], [1.0801, -2.2992, 2.2683], [-0.9291, -1.1906, 2.9880], [-4.2805, 1.4232, 0.9029], [-5.0716, 2.6128, 0.1033], [-5.9780, 2.6502, 0.3522], [-4.6729, 3.6400, 1.0607], [-4.9288, 3.7096, 2.3959], [-4.6451, 4.7982, 3.0537], [-3.6987, 5.0837, 3.3446], [-5.2216, 5.4918, 2.6699], [-4.9250, 4.7156, 4.2344], [-4.2070, 2.5083, 3.1455], [-4.5836, 1.3248, 2.1478], [-5.8690, 1.2679, 2.4126], [-4.2290, 0.4346, 2.7786], [-3.2566, 2.6783, 3.1888], [-4.6031, 2.5822, 3.9719], [-3.3845, 3.9089, 0.8421], [-5.0582, 4.8005, 0.5897], [-4.7147, 2.7827, -0.8148], [-3.3700, 1.8725, -1.6239], [-0.1242, 1.2115, -2.6146], [-1.8478, 1.2448, -3.1939], [-1.0068, -0.3943, -3.2297]], "forces_ev_per_a": [[-0.74, -1.16, -0.57], [1.14, -1.33, -3.61], [1.71, -1.53, 3.08], [4.58, -1.62, -1.15], [0.42, -1.02, -3.57], [-2.10, 1.89, -1.32], [-1.69, 4.69, -4.37], [-0.04, -3.15, 2.23], [-1.60, 0.25, 5.01], [3.91, 0.80, -8.62], [-3.28, -0.42, 9.77], [-1.48, -0.29, 3.56], [-3.76, 2.08, -14.11], [3.92, 1.01, 4.25], [-10.66, -5.01, -6.64], [-1.66, 5.89, 0.01], [-1.55, -0.41, -6.74], [-5.41, 12.07, -3.49], [6.26, -9.09, 3.20], [5.67, 4.93, 5.16], [0.03, -1.75, -0.79], [-0.61, 1.76, -0.02], [-3.33, 4.26, -1.55], [0.05, 1.94, 0.55], [-1.49, -3.54, 2.13], [5.98, -5.60, 2.85], [-0.13, -0.24, -0.57], [1.85, -2.63, 2.78], [-0.27, 0.17, -0.06], [2.12, -2.72, 1.63], [0.44, -0.43, 1.21], [3.83, -3.20, 6.98], [1.28, 0.22, -0.43], [0.09, -0.67, 0.69], [-3.00, 2.33, -6.02], [7.12, -2.45, 5.56], [-8.11, -1.64, 0.58], [5.10, 9.00, -4.01], [0.12, -8.41, 0.64], [-0.10, 1.39, 7.14], [3.21, 0.76, -0.97], [-2.36, 4.60, -1.54], [-0.55, -0.13, -2.35], [-3.43, -0.07, -11.85], [-5.58, -1.58, 11.78], [3.38, 0.09, -1.35], [-0.28, 0.70, -1.99], [6.02, 1.11, -0.06], [-4.23, -0.50, 8.48], [-2.84, -0.92, 0.53], [0.62, -3.10, 1.08], [0.80, 0.40, -3.12], [0.41, -0.59, 0.19], [-0.06, -0.20, -0.79], [0.22, 0.45, -0.96], [0.06, 2.59, 1.55]], "homo_energy_ev": -6.73, "de_lowest_kj_mol": 1868.2, "charge": 0}



# 2
{"formula": "C21H29N8O3PS8Y", "method": "the ωB97M-V functional and the def2-TZVPD basis", "species": ["Y", "N", "C", "C", "C", "C", "C", "C", "S", "N", "C", "C", "C", "C", "C", "C", "N", "H", "H", "H", "H", "H", "H", "H", "H", "H", "C", "C", "O", "P", "S", "S", "O", "C", "C", "H", "H", "H", "H", "H", "H", "H", "H", "H", "H", "S", "S", "S", "S", "O", "S", "N", "C", "C", "C", "C", "N", "C", "N", "N", "N", "H", "H", "H", "H", "H", "H", "H", "H", "H", "H"], "positions_angstrom": [[-0.1578, 0.6795, -0.7041], [-0.3493, 1.2381, 4.0138], [0.5113, 0.4599, 4.7510], [0.6124, 0.6201, 6.1315], [1.4770, -0.1673, 6.8787], [2.2615, -1.1218, 6.2475], [2.1674, -1.2828, 4.8697], [1.2953, -0.5135, 4.1149], [1.1276, -0.8115, 2.3958], [0.1512, 0.4380, 1.8057], [-0.4825, 1.2651, 2.6219], [-1.3378, 2.2600, 2.0826], [-1.9945, 3.2454, 2.8731], [-2.8539, 4.1357, 2.2939], [-3.0798, 4.0688, 0.9108], [-2.3786, 3.1201, 0.1904], [-1.5215, 2.2471, 0.7148], [-0.9324, 1.8687, 4.5276], [0.0014, 1.3744, 6.6174], [1.5383, -0.0254, 7.9509], [2.9473, -1.7369, 6.8168], [2.7771, -2.0240, 4.3652], [-1.8153, 3.3332, 3.9374], [-3.3460, 4.8861, 2.9032], [-3.7514, 4.7450, 0.4016], [-2.5104, 3.0517, -0.8790], [-3.6904, -5.5190, -0.0358], [-3.5826, -4.0218, -0.2393], [-2.2265, -3.6909, -0.5309], [-1.5403, -2.4482, 0.2668], [0.2415, -2.2012, -0.5412], [-2.6688, -0.8465, 0.3220], [-1.4636, -3.0498, 1.7720], [-0.4728, -4.0271, 2.0822], [-0.5697, -4.3239, 3.5618], [-4.7300, -5.8061, 0.1345], [-3.0971, -5.8237, 0.8278], [-3.3195, -6.0503, -0.9130], [-3.9221, -3.4847, 0.6499], [-4.1954, -3.6897, -1.0807], [0.5114, -3.6297, 1.8261], [-0.6448, -4.9266, 1.4795], [-0.3979, -3.4095, 4.1308], [0.1823, -5.0615, 3.8485], [-1.5577, -4.7126, 3.8154], [0.6048, 3.1163, -2.0409], [-1.0434, 3.9949, -2.9248], [-1.9430, 2.4601, -3.9864], [-2.3593, 0.9935, -2.5800], [4.5098, 1.4699, 0.0698], [3.0857, 1.4210, 0.4629], [2.0934, 0.9066, -0.4923], [1.7165, 3.1532, -5.6871], [2.7016, 2.0593, -6.0882], [3.8888, 2.0154, -5.1295], [2.0315, 0.6816, -6.1990], [1.6770, 0.1172, -4.9186], [0.7171, 0.4738, -4.0622], [0.8874, -0.2179, -2.9598], [1.9579, -1.0058, -3.1560], [2.4339, -0.8296, -4.3230], [2.2028, 4.1293, -5.7342], [1.3610, 3.0311, -4.6599], [0.8473, 3.1732, -6.3495], [3.0680, 2.2765, -7.1003], [3.5536, 1.8385, -4.1058], [4.4167, 2.9700, -5.1388], [4.5928, 1.2239, -5.3953], [2.7112, -0.0395, -6.6541], [1.1285, 0.7477, -6.8090], [-0.0546, 1.2092, -4.2477]], "forces_ev_per_a": [[-0.53, 0.06, 0.12], [-0.13, -0.04, 0.02], [0.14, -0.08, 0.01], [-0.02, 0.03, -0.05], [0.04, -0.05, 0.01], [0.01, -0.01, 0.08], [0.00, 0.02, -0.02], [-0.04, 0.11, -0.06], [0.01, -0.15, 0.10], [0.04, 0.10, -0.01], [-0.10, 0.13, -0.16], [0.05, -0.07, 0.05], [-0.02, 0.04, 0.06], [0.02, -0.02, 0.03], [-0.03, 0.03, -0.03], [0.01, 0.00, -0.07], [0.12, -0.08, 0.04], [-0.01, -0.01, 0.00], [0.00, 0.00, 0.00], [0.01, -0.01, 0.00], [0.00, 0.00, 0.01], [0.01, -0.01, -0.01], [0.01, -0.02, -0.01], [0.00, 0.00, 0.00], [0.00, 0.00, -0.01], [0.01, 0.00, -0.03], [0.05, 0.04, 0.00], [-0.04, 0.04, 0.03], [0.07, 0.03, 0.05], [0.04, 0.20, -0.09], [0.09, -0.18, -0.07], [-0.08, -0.06, -0.03], [-0.04, 0.03, -0.05], [0.02, -0.07, 0.03], [-0.01, 0.04, -0.03], [-0.02, -0.01, 0.01], [-0.01, -0.02, 0.00], [0.00, -0.01, -0.01], [-0.02, -0.01, -0.02], [-0.01, 0.00, 0.02], [-0.02, -0.01, -0.01], [0.01, 0.00, 0.01], [0.00, 0.00, 0.01], [0.01, -0.01, 0.01], [0.00, 0.00, 0.01], [0.00, -0.03, 0.05], [0.02, -0.03, -0.02], [-0.11, 0.08, 0.04], [0.00, -0.01, -0.05], [-0.30, -0.01, 0.19], [0.24, -0.04, -0.40], [0.45, 0.16, 0.21], [-0.05, -0.02, -0.02], [0.01, -0.06, 0.03], [-0.03, -0.01, -0.03], [0.10, 0.09, -0.16], [-0.29, -0.10, 0.30], [0.20, -0.11, 0.07], [-0.22, 0.22, 0.03], [-0.08, -0.19, 0.08], [0.36, 0.10, -0.24], [0.00, 0.02, 0.00], [0.03, 0.00, -0.01], [-0.01, 0.01, 0.01], [0.01, -0.02, 0.01], [0.00, 0.01, 0.01], [0.01, 0.01, 0.00], [0.01, 0.00, 0.01], [-0.01, 0.02, -0.02], [0.00, -0.01, 0.01], [0.02, -0.02, -0.02]], "s2": 0.7666, "homo_energy_ev": [-0.25, -1.60], "de_lowest_kj_mol": 39.1, "multiplicity": 2, "charge": -2}



# 3
{"formula": "C21H29NO5", "method": "the ωB97M-V functional and the def2-TZVPD basis", "species": ["C", "C", "O", "C", "O", "C", "C", "O", "N", "C", "C", "O", "C", "C", "C", "C", "C", "C", "C", "C", "C", "C", "C", "C", "C", "C", "O", "H", "H", "H", "H", "H", "H", "H", "H", "H", "H", "H", "H", "H", "H", "H", "H", "H", "H", "H", "H", "H", "H", "H", "H", "H", "H", "H", "H", "H"], "positions_angstrom": [[1.9812, -3.6876, -0.2181], [2.0573, -2.2251, -0.6469], [0.8059, -1.6965, -1.0577], [-0.0714, -1.3365, -0.0388], [0.4831, -0.3712, 0.8290], [0.5209, 0.9135, 0.3292], [1.4519, 1.8504, 1.0384], [2.1972, 2.5694, 0.3934], [1.4170, 1.8826, 2.3872], [0.5542, 1.1354, 3.2708], [1.4226, 0.2332, 4.1566], [2.3715, 0.9868, 4.8757], [3.2095, 1.7185, 4.0078], [2.3977, 2.6626, 3.1156], [-0.1532, 1.3140, -0.7451], [-1.0615, 0.4153, -1.5224], [-0.4911, 0.0586, -2.8816], [-1.3196, -0.5372, -3.8246], [-0.8347, -0.8886, -5.0708], [0.4887, -0.6423, -5.3934], [1.3174, -0.0399, -4.4633], [0.8316, 0.3103, -3.2158], [-1.3714, -0.8457, -0.6915], [-2.4238, -0.5925, 0.3931], [-3.8225, -0.2747, -0.1574], [-4.2376, 1.1709, 0.1344], [-4.2295, 1.4678, 1.5101], [1.5169, -4.2782, -1.0038], [2.9842, -4.0636, -0.0369], [1.4001, -3.7999, 0.6944], [2.6918, -2.1252, -1.5305], [2.4748, -1.6111, 0.1604], [-0.2764, -2.1922, 0.6294], [-0.1566, 0.5362, 2.7090], [0.0101, 1.8461, 3.9055], [0.8137, -0.2807, 4.9019], [1.9288, -0.5094, 3.5212], [3.8929, 2.2799, 4.6465], [3.7865, 1.0279, 3.3739], [3.0388, 3.1677, 2.3925], [1.8810, 3.4037, 3.7349], [-0.0360, 2.3319, -1.0795], [-2.0039, 0.9449, -1.7025], [-2.3574, -0.7262, -3.5839], [-1.4915, -1.3530, -5.7925], [0.8701, -0.9169, -6.3661], [2.3503, 0.1593, -4.7097], [1.4862, 0.7775, -2.4962], [-1.7120, -1.6457, -1.3543], [-2.1021, 0.2399, 1.0230], [-2.4724, -1.4800, 1.0283], [-3.8604, -0.4405, -1.2344], [-4.5592, -0.9406, 0.2993], [-5.2327, 1.3617, -0.2948], [-3.5302, 1.8742, -0.3101], [-4.8271, 0.8608, 1.9611]], "forces_ev_per_a": [[-0.16, 0.42, -0.15], [0.26, -0.17, 0.09], [-0.17, 0.13, 0.15], [-0.57, -0.70, -0.16], [0.23, 0.44, 0.07], [-0.20, -0.08, -0.41], [0.00, 0.08, -0.01], [0.04, 0.04, -0.25], [0.09, 0.04, 0.23], [-0.10, -0.38, 0.31], [-0.36, 0.00, -0.15], [0.01, 0.00, 0.17], [0.01, 0.30, -0.17], [0.43, -0.05, 0.08], [-0.11, -0.08, 0.29], [0.05, -0.31, 0.05], [-0.08, 0.19, -0.17], [0.05, 0.07, 0.05], [-0.07, -0.07, -0.09], [0.03, -0.06, -0.11], [0.09, 0.02, -0.03], [-0.07, 0.05, -0.07], [0.22, 0.02, 0.31], [0.07, -0.09, -0.19], [0.16, 0.38, 0.28], [-0.20, -0.27, -0.48], [-0.04, 0.00, 0.51], [-0.02, -0.10, -0.06], [0.10, -0.08, 0.05], [-0.03, -0.08, 0.10], [0.03, 0.02, 0.14], [0.02, -0.03, -0.16], [0.06, 0.21, -0.16], [-0.01, 0.08, 0.08], [0.01, -0.09, -0.05], [0.00, -0.02, -0.09], [-0.05, 0.03, 0.03], [0.01, -0.02, -0.10], [-0.02, 0.07, 0.04], [-0.07, -0.01, 0.13], [0.05, -0.01, -0.04], [0.16, 0.15, 0.04], [0.04, -0.03, 0.02], [-0.12, -0.02, 0.05], [-0.05, -0.03, -0.06], [0.03, -0.01, -0.07], [0.09, 0.02, -0.02], [0.08, 0.03, 0.09], [0.01, 0.03, 0.03], [0.03, -0.06, 0.09], [0.04, 0.04, 0.07], [-0.07, -0.06, -0.11], [-0.07, -0.01, -0.08], [0.16, 0.04, -0.01], [-0.04, -0.04, -0.06], [0.02, 0.07, -0.03]], "homo_energy_ev": -8.76, "de_lowest_kj_mol": 244.2, "smiles": "CCO[C@H]1OC(C(=O)N2CCOCC2)=C[C@@H](c2ccccc2)[C@@H]1CCCO", "charge": 0}



Asked for max |F| across the records above, the calculation gives 0.2868, 0.0107, 0.0178 Eh/bohr in order.